No. 1
A 8-piece molecular cluster, C4H23N2O8S overall in a non-equilibrium geometry. Source: OMol25; level of theory: ωB97M-V/def2-TZVPD.

The calculation puts the energy above the lowest of the compared OMol25 structures with the same formula, charge and spin at 0.934 eV. As for the multiplicity: 1. Its total charge is -1. As for the calculated total energy: -34719.093 eV. The max |F| comes out at 2.47 eV Å⁻¹.

```
38
Properties=species:S:1:pos:R:3:forces:R:3
N 0.29139 -0.12029 0.17352 0.28 -0.35 -0.38
C 0.78649 0.08510 -1.23678 -0.39 1.42 1.82
C 2.28901 0.45945 -1.36041 0.10 -1.21 0.05
S 2.89806 1.40114 0.05712 0.00 0.65 0.01
C 0.37964 -1.18349 -1.91792 -0.11 -0.20 -1.77
N -0.72876 -1.17570 -2.74272 1.02 0.61 1.07
C -1.56957 -0.01740 -2.98975 -1.01 -0.63 -0.44
O 1.05690 -2.19902 -1.81665 -0.27 -0.03 -0.01
H 1.06227 -0.51372 0.70714 0.10 0.13 -0.07
H 0.15046 0.78376 0.63287 0.23 -0.14 -0.36
H 0.21948 0.99162 -1.52928 0.28 -0.65 -0.42
H 2.93167 -0.44454 -1.39117 -0.65 0.20 -0.19
H 2.38041 0.92355 -2.34781 0.24 0.33 0.18
H -0.97472 -2.08693 -3.08627 -0.13 0.02 -0.16
H -1.67055 0.62389 -2.11212 -0.01 -0.09 -0.25
H -1.26610 0.58266 -3.85814 0.25 -0.07 0.29
H -2.56809 -0.41710 -3.24066 0.26 0.35 0.23
H -1.38327 2.56547 -0.22324 -0.51 -0.18 -0.02
H -1.04754 3.87789 -0.72338 -0.28 0.19 -0.36
O -1.68040 3.17229 -0.92096 0.70 -0.03 0.42
H -0.85649 -2.94549 2.03306 -0.39 0.27 0.55
H -0.64928 -1.75318 1.25197 -0.49 0.63 0.34
O -1.15832 -2.01743 2.05486 1.10 -0.93 -0.92
H 0.86233 2.92943 0.70796 0.26 -0.47 0.34
H 0.55772 2.69171 2.19905 0.16 -0.11 0.04
O 0.13010 2.82769 1.35014 -0.31 0.37 -0.41
H 1.83550 -2.35633 0.54337 0.11 -0.13 -0.39
H 1.29199 -3.53312 -0.26732 0.02 0.37 -0.42
O 1.37200 -3.19378 0.62358 -0.07 -0.43 1.17
H -1.88179 -0.05608 -0.09881 0.46 -1.02 0.89
H -2.52863 -0.61032 1.33321 1.00 -0.35 -0.35
O -2.55924 -0.01824 0.57860 -1.87 1.45 -0.72
H -0.88864 0.28372 2.94225 0.02 -0.21 0.07
H -1.72115 1.38471 2.31026 -0.10 -0.28 0.16
O -1.69013 0.79671 3.08109 0.09 0.53 0.13
H 2.65430 -0.04084 2.85592 -0.24 -0.15 -0.26
H 1.56808 -1.15088 2.95487 0.00 -0.03 -0.18
O 2.10488 -0.54689 3.47256 0.15 0.22 0.29
```
Positions in Å, forces in eV/Å.

In the Mulliken picture, each atom carries the following charge in e:
1. N 0.20
2. C 0.19
3. C -0.83
4. S -0.56
5. C 0.04
6. N -0.08
7. C -0.62
8. O -0.75
9. H -0.13
10. H -0.25
11. H 0.48
12. H 0.23
13. H 0.36
14. H 0.29
15. H 0.14
16. H 0.23
17. H 0.32
18. H 0.32
19. H 0.34
20. O -0.65
21. H 0.32
22. H 0.33
23. O -0.67
24. H 0.22
25. H 0.30
26. O -0.67
27. H 0.33
28. H 0.33
29. O -0.64
30. H 0.23
31. H 0.40
32. O -0.72
33. H 0.34
34. H 0.35
35. O -0.67
36. H 0.32
37. H 0.34
38. O -0.67

No. 2
A 8-piece molecular cluster, C4H23NO8 overall in a non-equilibrium geometry. Source: OMol25; level of theory: ωB97M-V/def2-TZVPD.

The calculation puts the energy above the lowest of the compared OMol25 structures with the same formula, charge and spin at 1.480 eV. As for the multiplicity: 1. Its total charge is 0. As for the calculated total energy: -22390.363 eV. Its SMILES is CCNCC=O.O.O.O.O.O.O.O. The max |F| comes out at 2.25 eV Å⁻¹.

```
36
Properties=species:S:1:pos:R:3:forces:R:3
C 0.14850 3.09800 -1.32659 -0.02 1.05 1.23
C 1.06782 2.25106 -0.44328 -1.06 -0.36 -0.33
N 0.61091 0.84811 -0.59081 0.67 1.16 -0.55
C 1.61822 -0.15742 -0.16771 -2.25 0.03 0.03
C 0.73885 -1.21966 0.58396 1.57 0.40 -0.87
O -0.33942 -1.54494 0.15744 -0.32 -0.25 -0.06
H 0.34642 3.10052 -2.37917 0.07 -0.93 -0.67
H 0.23596 4.15918 -1.13442 0.30 0.44 0.57
H -0.88513 2.89691 -1.08920 -0.45 -0.41 -0.29
H 0.97941 2.49439 0.63912 0.17 0.19 -0.70
H 2.07674 2.45541 -0.79919 0.45 -0.30 0.22
H 0.24876 0.75174 -1.55437 0.74 -0.46 0.79
H 2.10587 -0.60595 -1.03733 0.16 -0.25 0.29
H 2.35423 0.30985 0.49493 -0.18 -0.19 -0.03
H 1.17302 -1.63446 1.49708 -0.26 -0.10 -0.22
H 0.23246 1.66728 4.23226 -0.60 0.07 -0.66
H -0.62947 1.39038 2.85540 0.10 0.53 0.76
O 0.04240 1.07236 3.49434 0.80 -0.63 0.17
H -1.88493 -0.99671 2.46359 0.06 -0.31 -0.22
H -2.64392 -1.82913 1.35946 0.49 0.35 0.45
O -2.68392 -1.04394 1.92616 -0.51 0.04 -0.21
H 0.11886 0.00776 -4.53249 -0.32 -0.09 -0.12
H -0.82996 -0.57767 -3.40457 0.37 -0.19 -0.26
O -0.08970 0.02895 -3.59640 0.10 0.43 0.11
H -2.13790 2.65909 1.63214 0.07 -0.04 0.03
H -2.01539 1.18697 1.20538 -0.06 -0.11 0.22
O -2.00644 1.77051 1.98062 -0.21 0.19 -0.55
H -1.91523 -2.16251 -1.73945 0.32 0.09 -0.18
H -2.25570 -0.73756 -2.07474 -0.06 -0.05 0.04
O -1.98570 -1.56367 -2.49715 -0.43 0.05 0.30
H 1.15010 -2.26640 -2.92646 0.00 0.00 0.04
H 1.70211 -0.89549 -3.23621 -0.07 -0.45 0.14
O 1.98706 -1.80082 -3.02054 0.16 0.24 -0.14
H 2.05279 -2.42701 3.56490 -0.38 -0.09 -0.33
H 2.13632 -0.98843 3.84438 -0.49 0.45 -0.26
O 1.62796 -1.59842 3.28987 1.06 -0.49 1.25
```
Positions in Å, forces in eV/Å.

In the Mulliken picture, each atom carries the following charge in e:
1. C -1.38
2. C -0.33
3. N 0.11
4. C -0.67
5. C -0.04
6. O -0.41
7. H 0.35
8. H 0.42
9. H 0.27
10. H 0.31
11. H 0.33
12. H 0.02
13. H 0.39
14. H 0.40
15. H 0.39
16. H 0.26
17. H 0.41
18. O -0.61
19. H 0.31
20. H 0.30
21. O -0.62
22. H 0.30
23. H 0.40
24. O -0.66
25. H 0.29
26. H 0.29
27. O -0.66
28. H 0.31
29. H 0.32
30. O -0.72
31. H 0.29
32. H 0.35
33. O -0.68
34. H 0.27
35. H 0.28
36. O -0.60

No. 3
A 13-piece molecular cluster, C4H24BO20 overall in a non-equilibrium geometry. Source: OMol25; level of theory: ωB97M-V/def2-TZVPD.

The calculation puts the energy above the lowest of the compared OMol25 structures with the same formula, charge and spin at 1.294 eV. As for the multiplicity: 1. Its total charge is -1. As for the calculated total energy: -46172.833 eV. The max |F| comes out at 3.73 eV Å⁻¹.

```
49
Properties=species:S:1:pos:R:3:forces:R:3
O 0.57594 -3.26568 -1.11132 -0.79 0.56 0.50
C 0.43316 -2.19673 -0.56686 0.80 0.34 -0.45
O -0.64264 -1.48724 -0.47359 -0.34 -0.02 0.15
B -0.38614 -0.22676 0.28962 0.06 -0.25 0.49
O 1.05961 -0.17506 0.57279 0.71 -2.90 -1.63
C 1.59329 -1.36117 0.02176 2.63 1.14 1.57
O 2.78981 -1.66918 0.03073 -3.64 0.81 0.04
O -1.18373 -0.21952 1.51798 -0.37 -0.42 0.50
C -2.11242 0.70574 1.44051 -1.77 -0.04 2.66
O -3.04170 0.90557 2.24049 2.26 -0.62 -2.07
C -1.79618 1.52075 0.21780 -0.37 0.19 -0.09
O -0.84332 0.91221 -0.45531 0.43 0.31 -0.73
O -2.31942 2.54362 -0.06040 -0.37 0.94 -0.50
O 0.09030 3.01544 -2.38593 0.31 0.28 -0.09
H -0.62475 3.15909 -3.00585 -0.28 0.02 -0.09
H 0.23694 2.06970 -2.40366 -0.06 -0.27 0.17
O -1.65661 -0.21558 -3.58294 -0.05 0.37 -0.10
H -1.94567 -1.05989 -3.92910 -0.11 -0.26 -0.05
H -0.78838 -0.38975 -3.21953 0.14 -0.13 0.18
O -2.01642 -4.73045 -1.44805 -0.34 -0.19 -0.19
H -2.43320 -5.01249 -0.63381 -0.15 -0.07 0.16
H -1.28466 -4.18184 -1.16557 0.47 0.21 -0.06
O 2.71484 -4.66284 -1.69975 0.58 -0.50 -0.41
H 2.91238 -5.18095 -0.91951 0.20 -0.07 0.14
H 2.01180 -4.07411 -1.42523 -0.22 0.14 0.08
O 5.30583 -2.35710 -2.02886 0.44 -0.18 -0.16
H 5.00607 -1.90885 -1.23801 -0.13 0.25 0.21
H 4.62892 -2.17315 -2.68016 -0.17 -0.10 -0.08
O 4.19569 -4.13857 2.04575 0.03 -0.33 0.20
H 4.86355 -3.49486 1.80947 0.14 0.16 -0.17
H 3.37260 -3.65059 2.02087 -0.19 0.16 -0.09
O -3.53844 5.04013 -0.27921 -0.31 0.62 -0.01
H -3.19404 5.08958 -1.17094 0.07 -0.08 -0.14
H -2.97056 4.40890 0.16272 0.09 -0.34 0.10
O -4.79516 3.17388 2.97828 -0.44 0.39 0.15
H -4.25456 3.03575 3.75603 0.17 -0.09 0.08
H -4.39322 2.62386 2.30585 0.27 -0.29 -0.19
O 0.47947 4.46815 0.03735 0.10 0.31 0.36
H 0.40460 5.31938 -0.39398 -0.04 0.18 0.04
H 0.26370 3.83321 -0.64568 -0.16 -0.37 -0.67
O 0.72985 2.80098 2.18604 -0.11 -0.48 0.61
H 0.46147 3.42511 1.51175 0.01 0.61 -0.33
H 0.84125 1.97406 1.71697 0.23 -0.28 -0.03
O -3.55177 -1.53661 4.08563 -0.09 -0.48 0.16
H -3.69835 -0.82288 3.46487 0.13 0.42 -0.33
H -3.52798 -1.10902 4.94169 0.03 0.10 0.15
O 4.34280 0.40273 -1.01293 0.40 0.25 -0.37
H 4.19028 0.85545 -0.18346 -0.10 0.08 0.25
H 3.49527 0.01748 -1.23544 -0.11 -0.10 0.09
```
Positions in Å, forces in eV/Å.

In the Mulliken picture, each atom carries the following charge in e:
1. O -0.84
2. C 0.69
3. O -0.44
4. B 1.16
5. O -0.67
6. C 0.25
7. O -0.45
8. O -0.42
9. C 0.59
10. O -0.67
11. C 0.33
12. O 0.00
13. O -0.64
14. O -0.66
15. H 0.31
16. H 0.26
17. O -0.59
18. H 0.30
19. H 0.28
20. O -0.65
21. H 0.29
22. H 0.37
23. O -0.64
24. H 0.28
25. H 0.44
26. O -0.61
27. H 0.33
28. H 0.29
29. O -0.63
30. H 0.31
31. H 0.30
32. O -0.63
33. H 0.27
34. H 0.45
35. O -0.64
36. H 0.29
37. H 0.38
38. O -0.64
39. H 0.30
40. H 0.34
41. O -0.67
42. H 0.44
43. H 0.26
44. O -0.63
45. H 0.35
46. H 0.29
47. O -0.60
48. H 0.34
49. H 0.27

No. 4
A 7-piece molecular cluster, C4H24N2O6 overall in a non-equilibrium geometry. Source: OMol25; level of theory: ωB97M-V/def2-TZVPD.

The calculation puts the energy above the lowest of the compared OMol25 structures with the same formula, charge and spin at 1.597 eV. As for the multiplicity: 1. Its total charge is 0. As for the calculated total energy: -19801.926 eV. Its SMILES is CNCCCN.O.O.O.O.O.O. The max |F| comes out at 1.47 eV Å⁻¹.

```
36
Properties=species:S:1:pos:R:3:forces:R:3
C 1.33417 1.59001 1.56573 0.66 1.31 -0.12
N 1.85696 1.15373 0.25927 -0.72 -1.11 0.51
C 1.45543 -0.20741 -0.10946 0.56 -0.77 -0.91
C 1.73560 -1.44434 0.77388 -0.06 1.01 1.00
C 0.73200 -1.67840 1.89525 -1.02 -0.13 -0.99
N -0.57850 -2.00015 1.33215 -0.35 -1.04 0.70
H 0.60779 0.94789 2.03903 -0.27 -0.23 -0.38
H 2.10202 1.76021 2.32478 0.20 -0.20 -0.11
H 0.90926 2.57992 1.38737 -0.37 0.04 0.41
H 2.86695 1.16623 0.22063 0.01 0.27 0.23
H 1.99384 -0.40268 -1.04191 -0.10 0.09 -0.07
H 0.40033 -0.27385 -0.38848 -0.09 0.49 0.12
H 2.71344 -1.42096 1.26598 0.22 0.13 -0.47
H 1.68334 -2.29996 0.10769 0.13 -0.27 -0.02
H 0.55671 -0.85312 2.57427 0.66 0.33 0.17
H 1.07353 -2.51199 2.50252 0.08 -0.26 0.08
H -1.29583 -1.79440 2.00401 -0.22 0.09 -0.18
H -0.89043 -1.74577 0.41085 0.46 0.42 -0.08
H -0.45028 3.80926 -1.01463 -0.03 -0.03 0.20
H 0.64282 2.69554 -0.84536 0.15 -0.16 0.26
O 0.22536 3.30643 -1.46900 0.13 -0.10 -0.51
H -2.07489 -0.18763 -1.64011 0.01 -0.08 0.08
H -1.64377 -1.52346 -2.14389 -0.12 0.05 -0.23
O -2.33763 -1.11546 -1.60466 0.39 -0.05 -0.31
H -3.75477 -1.55109 0.26363 0.25 -0.31 0.39
H -3.79608 -0.23691 -0.30482 0.02 0.50 -0.02
O -3.67684 -0.63807 0.55740 -0.55 -0.05 0.24
H -2.43926 -0.64094 3.62503 -0.38 0.27 -0.47
H -1.91337 0.55574 2.71048 -0.63 -0.34 -0.24
O -1.75284 0.01154 3.48153 0.89 0.12 0.74
H 1.56329 1.04299 -4.03515 0.21 0.20 -0.08
H 1.04537 2.07531 -3.01953 -0.02 0.02 0.25
O 1.46381 1.20483 -3.09155 0.08 0.06 -0.26
H 0.53219 -0.49893 -3.15312 -0.06 -0.37 0.31
H -0.59883 -0.02207 -3.90833 -0.55 -0.12 -0.22
O -0.29088 -0.85206 -3.53146 0.42 0.24 -0.03
```
Positions in Å, forces in eV/Å.

In the Mulliken picture, each atom carries the following charge in e:
1. C -0.53
2. N -0.29
3. C -0.26
4. C -0.79
5. C -0.44
6. N -0.59
7. H -0.09
8. H 0.27
9. H 0.32
10. H 0.28
11. H 0.35
12. H -0.02
13. H 0.30
14. H 0.40
15. H 0.30
16. H 0.30
17. H 0.22
18. H 0.35
19. H 0.30
20. H 0.40
21. O -0.72
22. H 0.28
23. H 0.28
24. O -0.58
25. H 0.30
26. H 0.31
27. O -0.60
28. H 0.30
29. H 0.31
30. O -0.64
31. H 0.31
32. H 0.30
33. O -0.63
34. H 0.40
35. H 0.30
36. O -0.70

No. 5
A 7-piece molecular cluster, C4H24N3O6S overall in a non-equilibrium geometry. Source: OMol25; level of theory: ωB97M-V/def2-TZVPD.

As for the multiplicity: 1. Its total charge is -1. As for the calculated total energy: -32126.868 eV. The max |F| comes out at 10.03 eV Å⁻¹.

```
38
Properties=species:S:1:pos:R:3:forces:R:3
C -1.58840 -0.87113 -0.11058 -0.08 0.31 4.97
N -0.89152 -1.77239 0.85043 -0.17 -1.02 -1.66
C 0.05543 -2.76419 0.37416 0.56 0.93 0.93
N 1.48009 -2.30795 0.39630 0.12 -1.25 1.94
C -1.23431 0.59808 0.35472 1.08 0.04 -0.04
C 0.32431 0.97560 0.06902 -1.21 1.21 -1.01
S 0.47371 2.80843 -0.07200 0.46 0.06 0.26
N -2.19506 1.49561 -0.33854 0.99 -1.40 -0.98
H -1.28320 -1.12752 -1.08079 0.40 0.07 -1.47
H -2.66392 -1.10603 0.05926 0.47 0.73 -0.74
H -0.89873 -1.51296 1.81339 0.23 -0.01 0.29
H 0.00768 -3.72054 1.01243 -0.10 1.27 -1.21
H -0.19353 -2.88797 -0.71174 0.25 -0.60 1.04
H 1.79010 -1.82925 1.27634 -0.89 -0.81 -1.02
H 1.67974 -1.69383 -0.33645 0.16 1.23 -1.35
H -1.20496 0.78943 1.47133 -1.25 -0.72 -1.24
H 0.54412 0.66629 -0.97404 0.45 -0.73 0.87
H 1.09883 0.70063 0.85068 -0.93 -0.65 -1.40
H -1.65271 1.66599 -1.20180 -0.68 0.18 0.23
H -2.19620 2.40935 0.05205 0.26 0.81 0.67
H 2.99460 1.59900 -0.74045 0.01 0.36 -0.18
H 4.02394 0.80307 -0.00254 0.21 -0.31 0.57
O 3.93437 1.34466 -0.77908 -0.22 0.10 -0.35
H 3.08023 -1.70891 -2.49892 0.74 -2.46 0.12
H 3.84102 -0.35188 -2.09938 -0.63 -0.63 -0.10
O 3.04323 -0.79344 -2.45612 -0.30 3.07 0.01
H 0.30750 3.38382 -2.81926 -0.50 -0.29 -0.09
H -0.88386 2.50535 -2.78332 -0.96 -1.11 1.37
O -0.42889 3.05527 -3.37294 1.48 1.46 -1.35
H -3.46213 -0.26129 -3.15630 6.17 -2.28 -7.54
H -3.62135 0.57312 -1.85780 1.91 1.84 1.68
O -3.90764 -0.01332 -2.49697 -8.03 0.46 5.99
H -1.05046 -0.88674 3.98621 -2.47 2.04 -1.70
H 0.40502 -0.84431 4.35184 -1.13 -0.33 -0.22
O -0.42334 -1.37230 4.41323 3.23 -2.44 2.29
H 0.83028 0.83650 2.23935 -1.84 -0.11 4.08
H -0.52939 0.86751 3.06937 -0.57 0.40 -0.11
O 0.39541 0.74826 3.24890 2.79 0.59 -3.58
```
Positions in Å, forces in eV/Å.

In the Mulliken picture, each atom carries the following charge in e:
1. C -0.76
2. N -0.06
3. C -0.53
4. N -0.60
5. C 0.58
6. C -0.89
7. S -0.49
8. N -0.56
9. H 0.43
10. H 0.19
11. H 0.14
12. H 0.26
13. H 0.32
14. H 0.26
15. H 0.27
16. H -0.24
17. H 0.41
18. H 0.15
19. H 0.03
20. H 0.36
21. H 0.32
22. H 0.32
23. O -0.71
24. H 0.29
25. H 0.34
26. O -0.62
27. H 0.31
28. H 0.27
29. O -0.66
30. H 0.24
31. H 0.34
32. O -0.61
33. H 0.26
34. H 0.40
35. O -0.64
36. H 0.18
37. H 0.47
38. O -0.75